1.
ORCA calculation (ωB97M-V with the def2-TZVPD basis set) on a 5-piece molecular cluster, C40H65IN3O15S overall.

Summary:
net charge	+1
frontier orbital gap	8.233	eV
E_tot	-96645.8236	eV
multiplicity	1

Atoms and positions in Å:
C 3.0245 -0.2378 -2.0287
C 2.5916 1.2365 -1.9721
C 1.1650 1.4795 -2.4995
C 0.8298 0.7325 -3.8152
C -0.4132 1.3586 -4.5203
C -1.5838 0.3417 -4.6199
C -2.9844 1.0060 -4.6202
C -3.9628 0.5324 -3.5047
N -3.3198 -0.1410 -2.3594
C -2.5747 0.6160 -1.5565
S -2.4457 2.3661 -1.8432
C -1.8878 0.0899 -0.4694
C -1.0369 0.9760 0.4009
C -1.8755 1.8217 1.4224
C -1.9953 -1.2630 -0.2368
C -1.2223 -1.8257 0.9514
O -1.5931 -1.4879 2.0459
O -0.1829 -2.6848 0.7816
N 0.6040 -2.1946 -0.3150
C 1.9918 -2.1461 0.1989
C 0.4842 -3.1643 -1.3910
C 1.1008 -2.7015 -2.7167
O -0.0598 -4.2246 -1.2546
C -2.8141 -2.0511 -1.0583
N -2.8876 -3.4092 -0.7590
C -3.5520 -3.7280 0.5231
C -4.3450 -5.0568 0.4819
C -3.4786 -1.4613 -2.1259
C -4.3675 -2.3584 -2.9702
C -3.6716 -3.0971 -4.1623
C -2.1407 -3.2246 -4.0715
I -4.3159 -2.2837 -6.0625
H 3.8272 -0.3696 -1.3087
H 3.4474 -0.4809 -3.0135
H 2.2218 -0.9475 -1.7970
H 3.2916 1.9200 -2.4664
H 2.5870 1.5265 -0.9125
H 0.4768 1.0834 -1.7307
H 0.9631 2.5580 -2.5819
H 1.7266 0.7527 -4.4415
H 0.5558 -0.2919 -3.5391
H -0.0967 1.6503 -5.5306
H -0.7248 2.2926 -4.0404
H -1.4496 -0.4645 -3.8902
H -1.4608 -0.1207 -5.6087
H -3.4698 0.7967 -5.5793
H -2.8811 2.0924 -4.5686
H -4.7570 -0.0464 -3.9676
H -4.4563 1.4240 -3.1003
H -1.1444 2.7270 -1.7554
H -0.4277 1.6807 -0.1674
H -0.3259 0.3931 0.9931
H -1.4072 1.7751 2.4085
H -2.9291 1.5317 1.4540
H -1.8366 2.8740 1.1178
H 2.0274 -1.4218 1.0142
H 2.2413 -3.1433 0.5877
H 2.6622 -1.8618 -0.6147
H 0.5777 -3.2027 -3.5279
H 0.9832 -1.6132 -2.7690
H 2.1659 -2.9524 -2.6759
H -3.2413 -3.9602 -1.5265
H -2.7536 -3.8794 1.2632
H -4.1618 -2.9053 0.9185
H -4.0288 -5.6789 1.3260
H -4.1600 -5.6461 -0.4207
H -5.4097 -4.8664 0.6496
H -5.2470 -1.8342 -3.3488
H -4.7676 -3.1209 -2.2924
H -4.0661 -4.1174 -4.1584
H -1.6799 -2.3518 -4.5396
H -1.8592 -4.0802 -4.7001
H -1.7692 -3.4490 -3.0679
C -4.2411 -0.4393 3.2544
C -5.6592 0.0565 3.3865
C -6.7052 -0.9585 2.9992
O -7.7753 -0.1310 2.5345
C -7.2204 1.0206 2.0713
O -7.7916 1.8316 1.4209
O -5.9168 1.1149 2.4498
H -3.5376 0.3204 3.5939
H -4.0796 -1.3445 3.8403
H -4.0010 -0.6440 2.2103
H -5.8352 0.4430 4.3940
H -7.0256 -1.5727 3.8379
H -6.3879 -1.6093 2.1785
C 6.3270 -2.2498 3.7487
C 5.8186 -0.9736 3.1246
C 4.7455 -0.2896 3.9282
O 3.9915 0.3820 2.9073
C 4.1410 -0.3305 1.7675
O 3.4811 -0.1766 0.7843
O 5.1342 -1.2423 1.8845
H 7.1351 -2.6708 3.1494
H 6.6998 -2.0690 4.7570
H 5.5387 -3.0037 3.7874
H 6.6511 -0.2993 2.9130
H 5.1489 0.4197 4.6477
H 4.0843 -0.9889 4.4465
C -4.2150 5.6868 0.8515
C -3.0097 6.5664 0.6227
C -2.9273 7.1336 -0.7710
O -1.5176 7.2817 -0.9547
C -0.9108 6.3531 -0.1738
O 0.2359 6.0548 -0.2498
O -1.7942 5.8010 0.7054
H -4.2480 5.3487 1.8874
H -5.1408 6.2191 0.6330
H -4.1645 4.7895 0.2314
H -2.9653 7.3557 1.3777
H -3.4332 8.0919 -0.8650
H -3.3087 6.4507 -1.5353
C 10.5751 -0.2399 2.6429
C 10.2039 0.6811 3.7805
C 10.9357 0.3894 5.0675
O 9.9963 0.8256 6.0567
C 8.7614 0.7052 5.5160
O 7.7430 0.7738 6.1256
O 8.8345 0.4899 4.1760
H 10.0528 0.0514 1.7311
H 11.6476 -0.2130 2.4510
H 10.2771 -1.2664 2.8629
H 10.3261 1.7243 3.4775
H 11.8709 0.9381 5.1527
H 11.1301 -0.6754 5.2182


2.
ORCA calculation (ωB97M-V with the def2-TZVPD basis set) on C9H16Si as an isolated structure.

Summary:
frontier orbital gap	8.815	eV
E_tot	-17465.9960	eV
multiplicity	1
relative energy (zero: lowest compared OMol25 entry of this formula, charge and spin)	277.7	kJ/mol

Atoms and positions in Å:
C 1.5660 -0.6106 0.6169
C 2.1187 -0.8689 1.7657
C -2.1534 -1.4821 -1.7554
C -1.6242 -1.6941 -0.5928
C 2.1426 -0.1618 -0.6736
C 1.5731 1.2444 -1.0444
C 0.1237 1.4472 -1.4062
C -0.7235 1.3257 -0.1067
C -1.6359 -0.5193 2.3982
Si -0.9056 -0.4201 0.6098
H 1.6973 -1.3633 2.6180
H 3.1209 -0.5523 2.1609
H -2.4603 -2.1587 -2.4260
H -2.2683 -0.4948 -2.0739
H -1.6265 -2.7294 -0.2383
H 3.2013 -0.2124 -0.8098
H 1.5254 -0.8489 -1.3556
H 1.8333 2.0375 -0.2574
H 2.2302 1.8154 -1.8567
H 0.0365 2.4277 -2.0020
H -0.0441 0.8229 -2.2791
H -0.2264 2.2138 0.4811
H -1.7570 1.7676 -0.1561
H -2.8107 -0.5427 2.3209
H -1.4081 -1.5430 2.9379
H -1.2916 0.2962 3.0428


3.
ORCA calculation (ωB97M-V with the def2-TZVPD basis set) on a 2-piece molecular cluster, C4H4O3 overall.

Summary:
frontier orbital gap	8.345	eV
E_tot	-10350.3637	eV
multiplicity	1
relative energy (zero: lowest compared OMol25 entry of this formula, charge and spin)	467.8	kJ/mol

Atoms and positions in Å:
C -1.7556 0.0821 -0.2268
C -0.4379 -0.3352 -0.3862
O 0.0062 -0.5175 -1.5757
C 0.5630 -0.2062 0.7675
O 0.2444 -0.2493 1.9316
C 2.0173 0.1556 0.4240
O 2.3466 0.7927 -0.5407
H -2.1067 0.2678 0.7906
H -2.5389 -0.2746 -0.8963
H -1.0621 0.4416 -1.5037
H 2.7237 -0.1571 1.2157


4.
ORCA calculation (ωB97M-V with the def2-TZVPD basis set) on one molecule with the formula C19H21N7O.

Summary:
structure (SMILES)	CC(=O)N1CC[C@@H](c2ccc(Nc3nc(N)n(-c4ccccn4)n3)cc2)C1
frontier orbital gap	8.234	eV
E_tot	-32522.2510	eV
multiplicity	1
relative energy (zero: lowest compared OMol25 entry of this formula, charge and spin)	32.6	kJ/mol

Atoms and positions in Å:
C -3.7919 6.9214 1.4392
C -3.6808 6.1652 2.7566
O -4.1711 6.6100 3.7710
N -2.9016 5.0212 2.7775
C -2.5977 4.3003 3.9654
C -1.6989 3.2137 3.5720
C -1.0990 3.6864 2.2394
C -0.5917 2.5032 1.4450
C 0.7457 2.2445 1.3381
C 1.2444 1.0853 0.7199
C 0.3487 0.0550 0.3257
N 0.6713 -1.1328 -0.2656
C 1.9481 -1.6424 -0.4225
N 3.2404 -1.1151 -0.1997
C 4.0074 -2.0514 -0.5606
N 5.3408 -1.8175 -0.4697
N 3.2830 -3.1476 -1.0617
C 3.8071 -4.3589 -1.5987
C 2.9449 -5.1606 -2.3556
C 3.4390 -6.3393 -2.9419
C 4.7760 -6.7026 -2.6958
C 5.5400 -5.8949 -1.8846
N 5.0945 -4.7158 -1.4027
N 1.9237 -2.8272 -0.9221
C -1.0059 0.3242 0.3768
C -1.4758 1.5414 0.9237
C -2.2300 4.5178 1.6052
H -2.8828 7.4711 1.1874
H -4.0168 6.2074 0.6428
H -4.6252 7.6106 1.4915
H -2.0603 4.9516 4.6441
H -3.4895 3.9242 4.4523
H -2.2381 2.2686 3.4730
H -0.8975 3.1245 4.3069
H -0.2837 4.3443 2.4467
H 1.4397 2.9666 1.7895
H 2.2949 1.0112 0.5610
H -0.0771 -1.7154 -0.5895
H 5.5852 -0.8322 -0.3299
H 5.9032 -2.3974 -1.0941
H 1.9208 -4.7929 -2.5115
H 2.8026 -6.9279 -3.5971
H 5.2354 -7.5600 -3.1183
H 6.6099 -6.1002 -1.7170
H -1.6872 -0.3914 -0.0759
H -2.5193 1.7345 0.9893
H -2.9685 3.9435 1.0389
H -1.7555 5.2763 0.9363


5.
ORCA calculation (ωB97M-V with the def2-TZVPD basis set) on C21H42NO24S2 as an isolated structure.

Summary:
net charge	-1
frontier orbital gap	7.461	eV
E_tot	-94759.3489	eV
multiplicity	1

Atoms and positions in Å:
O -0.8874 7.6250 1.8018
C -0.8462 8.0075 0.7088
O -1.9561 8.5706 0.1495
C 0.4298 7.8826 -0.0799
C 0.5198 8.7910 -1.3043
S 0.7414 7.8779 -2.8475
O 1.3388 6.6182 -2.5141
O -0.5813 7.6845 -3.3569
N 1.7347 8.6184 -3.8761
S 1.5685 10.2167 -3.9544
O 2.8577 10.7646 -4.2253
O 0.5599 10.6696 -4.8576
H -1.8669 9.5281 0.1299
H 1.2010 8.1945 0.6028
H 0.6383 6.8495 -0.3086
H -0.3598 9.3966 -1.4317
H 1.3424 9.4810 -1.1788
H 1.2239 10.7056 -2.7325
C 0.9992 3.4520 -1.8337
O 1.4777 2.4763 -0.8845
C 1.1493 2.7466 0.3722
O 0.5167 3.6935 0.7555
O 1.6435 1.7762 1.1529
C 1.3625 1.9616 2.5386
H 1.3238 3.1325 -2.8184
H -0.0873 3.4979 -1.8197
H 1.4220 4.4314 -1.6282
H 0.2877 1.9697 2.7169
H 1.8121 2.8836 2.9032
H 1.8007 1.1224 3.0732
C -3.5221 -0.5694 5.4529
O -2.7323 0.3847 4.7344
C -3.3520 1.5509 4.5228
O -4.4656 1.8305 4.8765
O -2.5156 2.3364 3.8537
C -3.0297 3.6374 3.5420
H -2.9229 -1.4683 5.5615
H -3.7729 -0.1914 6.4421
H -4.4266 -0.8140 4.8998
H -3.2623 4.1853 4.4527
H -3.9106 3.5594 2.9087
H -2.2489 4.1632 3.0003
C 1.9718 -1.7601 -7.0932
O 2.4947 -1.7053 -5.7652
C 2.0166 -0.6954 -5.0280
O 1.2182 0.1221 -5.3939
O 2.5807 -0.7632 -3.8256
C 2.1643 0.2651 -2.9162
H 2.4336 -2.6153 -7.5801
H 0.8929 -1.9024 -7.0765
H 2.2268 -0.8571 -7.6443
H 1.0939 0.2063 -2.7323
H 2.4315 1.2458 -3.2992
H 2.6898 0.0990 -1.9817
C 1.9615 -5.1894 5.2696
O 1.7928 -4.0081 4.4862
C 0.5290 -3.6104 4.3530
O -0.4364 -4.1566 4.8292
O 0.5104 -2.5135 3.6108
C -0.8007 -1.9830 3.3810
H 3.0266 -5.3997 5.2974
H 1.6035 -5.0322 6.2855
H 1.4456 -6.0317 4.8118
H -1.2707 -1.7069 4.3173
H -1.4154 -2.7024 2.8423
H -0.6863 -1.0927 2.7708
C -6.5422 -6.3742 3.4730
O -5.2511 -6.9814 3.4543
C -4.3335 -6.3418 4.1859
O -4.5208 -5.3398 4.8249
O -3.1877 -7.0034 4.0815
C -2.1000 -6.4236 4.8207
H -7.1871 -6.9845 2.8471
H -6.9439 -6.3544 4.4845
H -6.5000 -5.3666 3.0636
H -2.3266 -6.4124 5.8859
H -1.8800 -5.4227 4.4699
H -1.2294 -7.0530 4.6552
C 3.0550 -4.7844 -4.8296
O 3.7476 -6.0336 -4.9431
C 3.3623 -6.7827 -5.9701
O 2.5143 -6.5017 -6.7755
O 4.0820 -7.9080 -5.9570
C 3.7712 -8.8139 -7.0144
H 3.4571 -4.2700 -3.9625
H 3.2232 -4.1701 -5.7087
H 1.9899 -4.9496 -4.6786
H 3.9687 -8.3578 -7.9828
H 2.7332 -9.1359 -6.9531
H 4.4184 -9.6775 -6.8903


6.
ORCA calculation (ωB97M-V with the def2-TZVPD basis set) on a 2-piece molecular cluster, CH5ClNOPS overall.

Summary:
structure (SMILES)	CN=P(=S)Cl.O
frontier orbital gap	9.009	eV
E_tot	-37301.9162	eV
multiplicity	1
relative energy (zero: lowest compared OMol25 entry of this formula, charge and spin)	227.1	kJ/mol

Atoms and positions in Å:
C 0.6473 0.9965 0.9186
N -0.3604 0.0337 0.6897
P -1.7371 0.2487 -0.0298
S -2.5100 1.7065 -1.1300
Cl -2.8212 -1.3456 0.4133
H 0.4439 1.9326 1.5998
H 1.5924 0.4926 1.2920
H 0.9025 1.4155 -0.0476
O 1.4921 -1.7527 -1.5863
H 0.7175 -2.3586 -1.4388
H 1.6331 -1.3692 -0.6810


7.
ORCA calculation (ωB97M-V with the def2-TZVPD basis set) on C36H90Li2N15O11 as an isolated structure.

Summary:
net charge	+1
frontier orbital gap	5.536	eV
E_tot	-84074.2135	eV
multiplicity	1
relative energy (zero: lowest compared OMol25 entry of this formula, charge and spin)	0.0	kJ/mol

Atoms and positions in Å:
Li -3.0918 -0.8716 3.3703
Li -4.8823 1.3367 2.5680
C -0.5201 0.4068 2.0922
C -1.7175 1.1773 1.5654
C -1.8071 1.0908 0.0431
O -2.9270 0.8831 2.2113
H -0.5879 -0.6773 2.0334
H -0.3883 0.6040 3.1733
H 0.4342 0.8111 1.7418
H -1.5042 2.2491 1.7437
H -0.9477 1.5550 -0.4453
H -2.6704 1.6497 -0.3220
H -1.8992 0.0758 -0.3245
C -4.0445 4.1864 3.2197
O -4.8283 3.5930 2.4775
N -4.3923 5.2500 3.9800
N -2.8130 3.6501 3.5335
H -3.8777 5.7591 4.6746
H -5.3534 5.5422 3.8975
H -2.1614 4.0666 4.1695
H -2.6989 2.7673 3.0514
C 2.5545 -2.8731 2.3675
O 3.4001 -2.6046 1.5441
N 2.8090 -2.9575 3.7123
N 1.2706 -3.1966 2.0139
H 2.0933 -3.3151 4.3178
H 3.5867 -2.4597 4.1050
H 1.0660 -3.0176 1.0455
H 0.4993 -3.3702 2.6250
C -5.0048 3.6120 -1.1220
O -5.8266 4.3632 -1.5976
N -3.7080 3.9599 -0.8511
N -5.3465 2.3216 -0.7290
H -3.4055 4.8720 -1.1329
H -3.1060 3.2714 -0.4418
H -4.6804 1.5931 -0.5485
H -6.2653 2.1148 -1.0829
C 0.2216 4.8496 3.5988
O 0.6368 5.6253 4.4354
N 0.2667 3.4862 3.8014
N -0.1941 5.2184 2.3530
H 0.7422 3.0482 4.5688
H -0.3198 2.8042 3.3497
H -0.0088 6.1341 1.9911
H -0.4909 4.4884 1.7320
C 2.0321 -1.1854 6.7976
O 2.2146 -2.3765 6.8950
N 2.8020 -0.2387 7.4115
N 1.1126 -0.6120 5.9339
H 3.4232 -0.3819 8.1857
H 2.3635 0.6689 7.3872
H 0.7067 -1.1198 5.1728
H 1.2634 0.3608 5.7289
C -1.6669 -3.7717 0.0232
O -2.1975 -3.9875 1.1085
N -1.3477 -2.5253 -0.3967
N -1.4772 -4.7214 -0.9408
H -0.9121 -2.4197 -1.2916
H -1.4686 -1.7167 0.1742
H -1.8160 -5.6390 -0.7059
H -0.9506 -4.6486 -1.7905
C 4.1918 1.0694 0.7047
C 5.4483 1.5864 1.4098
C 5.3598 3.1400 1.5563
C 4.5080 3.5936 2.7177
C 4.9831 2.8917 3.9717
C 4.8426 1.3812 3.8634
N 5.7230 1.0099 2.7388
O 5.9142 -0.3831 2.6649
C 5.4069 0.7799 5.1555
C 3.3865 0.9393 3.6853
C 6.7255 1.3042 0.5950
H 3.8638 0.0618 0.9741
H 4.4218 0.8884 -0.3556
H 3.3782 1.7952 0.7019
H 6.3872 3.4970 1.6709
H 5.0511 3.4745 0.5627
H 3.4432 3.4785 2.4696
H 4.5263 4.6853 2.8198
H 4.5339 3.3027 4.8831
H 6.0301 3.1900 4.0842
H 4.6806 0.7999 5.9709
H 5.8112 -0.2251 5.0821
H 6.1758 1.4331 5.5823
H 2.7929 1.5831 3.0318
H 3.3027 -0.0397 3.2054
H 2.9219 0.9171 4.6737
H 6.5218 0.4264 -0.0375
H 7.6371 1.1052 1.1401
H 6.7991 2.0388 -0.2150
H 6.7806 -0.5330 3.0556
C -4.5555 -4.1424 -3.1405
C -5.7380 -3.1879 -2.9466
C -5.5471 -2.4644 -1.6255
C -4.4710 -1.3977 -1.6685
C -4.8402 -0.3471 -2.7263
C -5.0348 -1.0283 -4.1105
N -5.8970 -2.1900 -3.9986
O -5.9968 -2.8336 -5.2620
C -5.7235 0.0507 -4.9651
C -3.6202 -1.2670 -4.6756
C -7.0366 -3.9893 -2.8507
H -4.2953 -4.7525 -2.2687
H -3.6465 -3.6006 -3.3922
H -4.7425 -4.9111 -3.8950
H -6.4740 -1.9450 -1.3226
H -5.4912 -3.0987 -0.7336
H -3.4767 -1.7549 -1.9440
H -4.3409 -0.9818 -0.6596
H -3.9409 0.2737 -2.7565
H -5.6977 0.2626 -2.4480
H -5.7864 -0.2998 -5.9961
H -6.7190 0.1887 -4.5372
H -5.2244 1.0164 -4.9263
H -3.6943 -1.8791 -5.5789
H -3.1572 -0.3275 -4.9755
H -2.9458 -1.7930 -4.0017
H -7.8684 -3.3169 -2.6432
H -6.9576 -4.8110 -2.1409
H -7.2344 -4.4432 -3.8250
H -6.8726 -2.5607 -5.5550
C 2.7970 0.0476 -6.1787
C 2.7351 -1.3353 -5.4954
C 4.1602 -1.6307 -5.0017
C 4.5149 -0.8271 -3.7466
C 3.5144 -0.9788 -2.5922
C 2.0643 -0.7422 -3.0526
N 1.8575 -1.3427 -4.3512
O 0.5002 -1.3519 -4.7562
C 1.1525 -1.4305 -2.0252
C 1.7030 0.7652 -3.0152
C 2.4142 -2.4211 -6.5126
H 2.9225 0.8334 -5.4394
H 1.9213 0.1800 -6.8155
H 3.6603 0.1611 -6.8400
H 4.4429 -2.6716 -4.8258
H 4.8976 -1.3024 -5.7402
H 4.6588 0.2334 -3.9623
H 5.4753 -1.1991 -3.3783
H 3.8214 -0.1437 -1.9593
H 3.5356 -1.9494 -2.1028
H 1.3615 -2.5054 -1.9570
H 1.4631 -1.0512 -1.0472
H 0.1060 -1.2296 -2.2431
H 0.7886 0.9792 -3.5672
H 1.5554 1.1092 -1.9879
H 2.5455 1.3219 -3.4257
H 2.5663 -3.3866 -6.0312
H 2.9456 -2.2347 -7.4427
H 1.3632 -2.4041 -6.8226
H 0.1731 -2.2119 -4.4729
O -1.5068 -2.2148 3.7657
H -1.7253 -3.0914 3.4033
H -1.1004 -2.3936 4.6234